(1)
3 unconnected molecules or ions with the total composition CH10N2O2 in a non-equilibrium geometry. Source: OMol25; level of theory: ωB97M-V/def2-TZVPD.

Results
- ΔE to the lowest compared entry with this formula, charge and spin (eV) = 0.747
- orbital gap (alpha / beta) (hartree) = 0.110 / 0.334
- largest force on an atom (eV Å⁻¹) = 4.3
- molar mass (g mol⁻¹) = 82.10
- lowest unoccupied orbital energy (alpha / beta) (hartree) = 0.140 / 0.135
- energy (eV) = -8272.8329

The geometry in ORCA input format:
```
! RIJCOSX wB97M-V def2-TZVPD def2/J DEFGRID3
* xyz -1 2
N -1.1970 -1.6676 0.0765
C 0.0890 -1.0174 -0.1798
N 0.2556 0.1321 0.7294
H -1.3192 -2.5492 0.4278
H -1.6111 -0.9417 0.6781
H 0.8917 -1.7843 -0.1158
H 0.1201 -0.7355 -1.1734
H 1.1167 0.6326 0.5338
H 0.1743 -0.0359 1.6940
H 2.7976 1.6753 -0.9543
H 3.5640 0.5350 -0.3386
O 2.7661 1.1000 -0.1375
H -2.5175 1.8750 -0.8114
H -1.3299 1.1512 -0.1366
O -2.2450 1.0287 -0.4084
*
```

(2)
3 unconnected molecules or ions with the total composition C4H13NO2 in a non-equilibrium geometry. Source: OMol25; level of theory: ωB97M-V/def2-TZVPD.

Results
- ΔE to the lowest compared entry with this formula, charge and spin (eV) = 2.222
- orbital gap (alpha / beta) (hartree) = 0.077 / 0.310
- largest force on an atom (eV Å⁻¹) = 5.1
- molar mass (g mol⁻¹) = 107.15
- lowest unoccupied orbital energy (alpha / beta) (hartree) = 0.126 / 0.128
- energy (eV) = -9940.5753

The geometry in ORCA input format:
```
! RIJCOSX wB97M-V def2-TZVPD def2/J DEFGRID3
* xyz -1 2
C -1.7578 2.2695 -1.0946
C -0.5584 1.5558 -0.5966
C -0.4258 0.3325 -1.1426
N 0.7159 -0.5068 -0.9166
C 0.4183 -1.9013 -0.5092
H -2.7262 1.7293 -1.0138
H -1.8121 3.1802 -0.4723
H -1.7848 2.4164 -2.0919
H 0.1614 2.0534 0.0759
H -1.1623 -0.0545 -1.8992
H 1.2960 -0.0529 -0.2454
H 1.2302 -2.5197 -1.0511
H 0.6147 -2.2087 0.5087
H -0.5910 -2.1015 -0.7941
H -2.4922 -1.5473 3.6628
H -1.4312 -2.2391 4.2866
O -1.6273 -1.4395 3.8458
H 3.4934 0.7604 -0.6741
H 4.5645 -0.1698 0.0041
O 3.8747 0.4437 0.1176
*
```

(3)
A single C5H6O2 molecule in a non-equilibrium geometry. Source: OMol25; level of theory: ωB97M-V/def2-TZVPD.

Results
- ΔE to the lowest compared entry with this formula, charge and spin (eV) = 2.815
- orbital gap (hartree) = 0.369
- largest force on an atom (eV Å⁻¹) = 5.2
- molar mass (g mol⁻¹) = 98.10
- lowest unoccupied orbital energy (hartree) = 0.017
- energy (eV) = -9374.2807
- structure (SMILES) = C=C/C(O)=C/C=O

The geometry in ORCA input format:
```
! RIJCOSX wB97M-V def2-TZVPD def2/J DEFGRID3
* xyz 0 1
C 2.5927 0.3048 0.2935
C 1.5238 0.7741 -0.2876
C -1.2475 0.4387 -0.1739
C -2.5249 -0.2038 0.0413
C -0.0835 -0.2203 -0.1678
O -3.5972 0.3491 0.0615
O 0.1910 -1.4975 -0.0087
H 3.5292 0.8412 0.2560
H 2.5926 -0.6296 0.8291
H 1.3675 1.6694 -0.8529
H -1.2626 1.5060 -0.3128
H -2.4673 -1.3039 0.2206
H -0.6137 -2.0282 0.1018
*
```

(4)
A gas-phase ion, C5H12N (charge +1) in a non-equilibrium geometry. Source: OMol25; level of theory: ωB97M-V/def2-TZVPD.

Results
- ΔE to the lowest compared entry with this formula, charge and spin (eV) = 4.307
- orbital gap (hartree) = 0.308
- largest force on an atom (eV Å⁻¹) = 2.3
- molar mass (g mol⁻¹) = 86.16
- lowest unoccupied orbital energy (hartree) = -0.284
- energy (eV) = -6859.2520

The geometry in ORCA input format:
```
! RIJCOSX wB97M-V def2-TZVPD def2/J DEFGRID3
* xyz 1 1
C 2.2170 0.8049 0.6717
C 1.1023 -0.1147 0.1833
N 0.8928 -0.3349 -1.0856
C -2.0751 -0.5526 -0.9693
C -1.5891 -0.5175 0.4786
C -0.4566 0.4183 0.7400
H 2.1278 1.8229 0.2909
H 2.2214 0.8197 1.7582
H 3.1541 0.3865 0.3113
H 1.0595 -1.0561 0.7327
H -1.2518 -0.5671 -1.6770
H 1.3229 0.4032 -1.6635
H -2.6237 -1.4898 -1.1011
H -2.7309 0.2954 -1.1836
H -1.2485 -1.5166 0.7528
H -2.4055 -0.1796 1.1166
H -0.6091 1.3852 0.2838
H -0.1788 0.5233 1.7782
*
```

> largest force on an atom of number 4 (C5H12N)?

2.3 eV Å⁻¹

> Among the records above, which one has the highest ΔE to the lowest compared entry with this formula, charge and spin?

C5H12N

> Number 4 is which compound?

C5H12N